# 1
C13H23BeN2O2P | ωB97M-V/def2-TZVPD

Computed properties:
Total energy (hartree): -1125.130710
Orbital gap (Ha): 0.2970
Largest force on an atom (Eh/bohr): 0.03370
Energy above the lowest of the compared OMol25 structures with the same formula, charge and spin (kJ/mol): 0.0
LUMO (Ha): 0.0142

Geometry (Å):
C -2.839 0.285 -3.942
C -2.473 -0.918 -3.358
C -1.604 -0.996 -2.246
C -1.210 0.201 -1.625
C -1.501 1.417 -2.277
C -2.366 1.479 -3.381
C -1.393 -2.427 -1.794
C -0.139 -3.075 -1.144
N 1.193 -2.905 -1.668
Be -0.588 0.630 0.021
C -0.953 2.737 -1.724
P 0.559 2.368 -0.694
H -2.874 -1.850 -3.758
H -2.677 2.455 -3.767
H -3.468 0.306 -4.833
H -1.682 3.244 -1.064
H -0.636 3.449 -2.508
H -2.191 -2.668 -1.068
H -1.628 -3.079 -2.647
H -0.139 -2.864 -0.064
C 1.079 3.862 0.185
C 1.693 2.095 -2.103
H -0.316 -4.169 -1.226
C 1.424 -2.280 -2.946
C 2.238 -2.828 -0.668
H 0.763 -0.110 0.022
H 1.988 -2.946 -3.622
H 0.474 -2.023 -3.429
H 2.022 -1.358 -2.835
H 2.872 -3.728 -0.664
H 2.881 -1.948 -0.818
H 1.773 -2.757 0.325
H 2.050 3.063 -2.483
H 2.545 1.498 -1.755
H 1.186 1.562 -2.920
H 1.071 4.729 -0.490
H 0.391 4.054 1.023
H 2.094 3.709 0.583
H 0.252 -0.647 0.058
O -0.005 -0.664 2.345
N -1.012 -0.012 2.468
O -1.455 0.612 1.319



# 2
C13H23CeI2OP2 | ωB97M-V/def2-TZVPD

Computed properties:
Total energy (hartree): -2335.988863
Orbital gap (Ha): 0.2340
Net charge: +3
Largest force on an atom (Eh/bohr): 0.29149
LUMO (Ha): -0.4628

Geometry (Å):
I 1.186 2.466 0.003
I -1.411 -2.336 0.170
Ce 0.000 0.000 0.000
P -1.029 0.485 -2.094
C -2.622 1.367 -1.958
C -0.018 1.514 -3.209
H -0.461 1.507 -4.211
H -1.656 -0.655 -4.132
H 0.991 1.094 -3.240
H -0.491 -1.602 -3.150
H -2.461 2.314 -1.435
H 0.039 2.535 -2.827
C -1.388 -0.978 -3.121
H -3.046 1.563 -2.947
H -2.201 -1.556 -2.679
H -3.320 0.756 -1.378
P 1.363 -0.656 1.842
C 0.680 -0.204 3.474
C 1.689 -2.447 1.947
H 3.459 -0.078 0.824
H 3.663 -0.466 2.564
H 3.000 1.120 2.050
C 3.043 0.053 1.825
H 2.012 -2.793 0.962
H 2.475 -2.630 2.687
H 1.347 -0.526 4.279
H -0.297 -0.679 3.598
H 0.777 -2.978 2.223
H 0.555 0.882 3.518
C -1.335 0.759 1.032
O -2.168 1.232 1.676
C -5.610 -0.793 -0.124
C -5.105 0.270 0.498
C -3.769 0.600 0.467
C -2.368 -0.247 -0.405
C -3.420 -1.436 -1.089
C -4.810 -1.573 -0.886
H -6.667 -1.010 -0.019
H -5.800 0.919 1.030
H -3.827 1.658 0.793
H -3.210 -2.431 -1.524
H -5.315 -2.436 -1.311



# 3
C13H23ClI2IrNP2 | ωB97M-V/def2-TZVPD

Computed properties:
Total energy (hartree): -2405.857654
Orbital gap (alpha / beta) (Ha): 0.1008 / 0.1005
Net charge: +2
⟨S²⟩: 6.0331
Largest force on an atom (Eh/bohr): 0.09550
Energy above the lowest of the compared OMol25 structures with the same formula, charge and spin (kJ/mol): 0.0
2S+1: 5
LUMO (alpha / beta) (Ha): -0.3244 / -0.3826

Geometry (Å):
I 0.312 5.256 -4.580
I -2.304 4.933 -5.276
Ir -0.992 0.446 -0.784
P -0.624 -1.039 -2.418
C -0.269 -0.408 -4.090
C 0.859 -2.067 -2.020
H 0.983 -2.819 -2.813
H -1.543 -3.062 -3.373
H 0.726 -2.577 -1.052
H -2.196 -2.769 -1.725
H 0.557 0.309 -4.039
H 1.753 -1.428 -1.978
C -1.924 -2.302 -2.677
H 0.004 -1.247 -4.746
H -2.802 -1.811 -3.108
H -1.167 0.089 -4.474
P -1.816 1.813 0.789
C -1.943 3.590 0.406
C -3.461 1.379 1.466
H -0.642 0.742 2.668
H -1.197 2.405 3.063
H 0.259 2.165 2.038
C -0.737 1.772 2.289
H -3.488 0.323 1.756
H -3.659 2.014 2.339
H -2.251 4.135 1.310
H -2.690 3.724 -0.384
H -4.213 1.565 0.693
H -0.969 3.957 0.063
Cl -1.891 -1.302 0.437
N 0.619 0.202 0.011
C 1.568 -0.100 0.629
C 2.415 -0.743 1.559
C 3.051 -1.952 1.206
C 3.702 -2.701 2.179
C 3.761 -2.266 3.506
C 3.144 -1.055 3.850
C 2.487 -0.288 2.892
H 2.967 -2.312 0.178
H 4.166 -3.647 1.905
H 4.302 -2.845 4.259
H 3.174 -0.716 4.880
H 1.972 0.635 3.166